Entry 1:
{
  "formula": "C8H10Cl6O6",
  "method": "the ωB97M-V functional and the def2-TZVPD basis",
  "mol_weight_g_mol": 414.88,
  "gap_ev": 9.97,
  "lumo_energy_ev": 0.08,
  "fmax_ha_per_bohr": 0.111,
  "elements": ["C", "Cl", "Cl", "Cl", "H", "C", "Cl", "Cl", "Cl", "H", "C", "C", "O", "C", "O", "O", "H", "H", "H", "H", "C", "C", "O", "C", "O", "O", "H", "H", "H", "H"],
  "positions_angstrom": [[-2.086, -1.689, 2.677], [-3.058, -2.926, 3.398], [-1.318, -0.734, 3.906], [-3.012, -0.736, 1.639], [-1.292, -2.101, 2.054], [0.153, 0.298, -0.100], [-0.185, -0.714, -1.469], [-0.707, -0.311, 1.241], [-0.284, 1.969, -0.560], [1.158, 0.236, 0.317], [-1.898, -0.335, -3.774], [-0.400, -0.234, -4.031], [-0.122, -1.399, -4.800], [-1.372, -1.879, -5.286], [-1.497, -2.874, -6.002], [-2.452, -1.287, -4.627], [-2.455, 0.602, -3.776], [-1.995, -0.756, -2.774], [0.184, -0.307, -3.113], [-0.211, 0.706, -4.548], [1.699, 0.755, 3.339], [2.344, 2.034, 3.790], [3.154, 2.310, 2.630], [2.834, 1.645, 1.509], [3.425, 1.708, 0.399], [1.876, 0.729, 1.872], [0.648, 0.636, 3.602], [2.228, -0.090, 3.780], [3.008, 1.929, 4.648], [1.632, 2.815, 4.058]],
  "forces_ev_per_angstrom": [[0.05, -1.56, 0.52], [-0.28, -0.79, 0.35], [0.01, 0.20, 1.70], [-5.69, 0.19, -0.07], [-0.38, -0.75, 0.66], [0.86, 0.27, -0.09], [0.64, -1.14, 3.34], [3.94, 2.23, -1.58], [0.18, -0.20, 0.45], [0.02, 0.30, -1.62], [-0.22, 0.30, 2.43], [-0.32, 0.61, -1.29], [-2.62, -0.40, -1.53], [0.00, -3.53, -0.31], [0.58, 3.56, 1.86], [2.16, -0.59, -2.34], [0.15, 0.01, -0.38], [-0.57, 0.22, -0.07], [-0.01, 0.74, -2.36], [0.50, -0.18, -0.45], [-0.17, -0.91, -0.21], [0.25, -0.14, -0.69], [0.84, 1.80, -0.29], [2.06, -0.94, -1.86], [-2.99, -0.07, 4.59], [0.53, 0.56, 0.99], [0.23, 0.29, -0.48], [0.06, -0.21, -0.40], [0.07, -0.20, -0.21], [0.09, 0.31, -0.66]]
}



Entry 2:
{
  "formula": "C3H8N5",
  "method": "the ωB97M-V functional and the def2-TZVPD basis",
  "charge": 1,
  "mol_weight_g_mol": 114.13,
  "gap_ev": 9.69,
  "lumo_energy_ev": -3.08,
  "fmax_ha_per_bohr": 0.142,
  "elements": ["C", "N", "C", "N", "N", "N", "C", "N", "H", "H", "H", "H", "H", "H", "H", "H"],
  "positions_angstrom": [[0.518, 0.740, 1.107], [0.208, 0.011, -0.096], [0.756, -0.143, -1.305], [1.972, 0.215, -1.639], [-0.039, -0.587, -2.272], [-1.226, -1.018, -1.597], [-1.270, -0.627, -0.341], [-2.196, -0.778, 0.510], [1.006, 0.151, 1.951], [1.100, 1.634, 0.890], [-0.474, 1.078, 1.592], [2.593, -0.122, -2.471], [2.467, 0.915, -1.174], [-1.966, -1.421, -2.176], [-3.105, -0.957, 0.184], [-2.024, -0.509, 1.482]],
  "forces_ev_per_angstrom": [[-0.92, 0.02, 2.29], [-6.00, -2.48, 0.52], [-1.35, -0.24, -2.97], [3.91, -0.63, -2.38], [-0.55, -1.04, 1.25], [1.30, 1.28, 0.13], [6.64, 1.29, -2.80], [-0.59, 0.58, 3.40], [-0.28, 0.42, -1.48], [-0.04, -0.07, -0.02], [1.46, -0.22, -0.98], [-2.61, 0.41, 1.93], [0.49, 1.07, 1.22], [0.36, 0.17, 0.46], [-1.35, -0.25, -0.03], [-0.45, -0.29, -0.54]]
}